[1]
The following is a DFT calculation (ωB97M-V/def2-TZVPD) of C7H14N2O3 as an isolated structure at a distorted geometry.

Cartesian coordinates (Å):
O  -0.740  -2.757  -0.899
O  -1.885  -0.838  -0.603
O  1.736  1.016  0.459
N  0.817  -1.925  -1.120
N  0.941  -1.386  -2.095
C  -1.839  -2.012  -0.884
C  -2.996  -2.788  -1.369
C  1.291  2.560  2.628
C  0.242  1.992  -1.057
C  1.462  -2.208  0.059
C  0.899  1.813  0.271
C  0.399  2.678  1.353
H  -0.702  2.598  -1.115
H  2.349  2.718  2.330
H  0.933  3.202  3.653
H  -3.000  -2.528  -2.528
H  2.334  -1.550  0.282
H  0.951  2.341  -1.807
H  -2.806  -3.898  -1.388
H  0.394  3.767  1.031
H  -0.044  1.029  -1.620
H  1.830  -3.177  0.051
H  0.697  -2.222  0.828
H  1.272  1.540  3.038
H  -0.603  2.423  1.438
H  -3.933  -2.386  -0.935

Summary:
LUMO level (alpha / beta): 0.86 / -2.28 eV
total charge: 0
E: -610.0980 hartree
ΔE to the lowest compared entry with this formula, charge and spin: 39.8 kcal/mol
spin multiplicity: 3

natural (NBO) charges, unit e, in atom order: number 1, O, carries -0.359; number 2, O, carries -0.609; number 3, O, carries -0.558; number 4, N, carries -0.047; number 5, N, carries 0.040; number 6, C, carries 0.735; number 7, C, carries -0.723; number 8, C, carries -0.611; number 9, C, carries -0.752; number 10, C, carries -0.473; number 11, C, carries 0.599; number 12, C, carries -0.516; number 13, H, carries 0.224; number 14, H, carries 0.223; number 15, H, carries 0.207; number 16, H, carries 0.252; number 17, H, carries 0.226; number 18, H, carries 0.246; number 19, H, carries 0.243; number 20, H, carries 0.223; number 21, H, carries 0.263; number 22, H, carries 0.232; number 23, H, carries 0.237; number 24, H, carries 0.216; number 25, H, carries 0.233; number 26, H, carries 0.251


[2]
The following is a DFT calculation (ωB97M-V/def2-TZVPD) of C32H28N9OTi as an isolated structure.

Cartesian coordinates (Å):
Ti  -0.044  0.883  -0.847
O  1.403  -0.121  0.360
N  -1.976  0.756  -2.124
N  -3.906  -0.469  -3.708
N  0.265  2.826  3.728
N  -0.138  2.140  1.061
N  -4.997  -4.473  4.302
N  -0.048  -4.588  0.960
N  1.859  -1.619  1.982
N  0.100  -1.257  -2.222
N  -1.570  0.146  0.327
C  0.696  -2.328  0.006
C  -3.743  -3.888  2.349
C  5.701  0.122  -2.638
C  -2.160  -0.624  2.481
C  4.567  -0.095  -1.631
C  -3.723  -2.553  2.736
C  -3.683  -0.867  -2.465
C  -0.609  1.370  2.066
C  0.496  3.257  1.406
C  -1.448  0.228  1.653
C  -2.207  1.153  -3.372
C  0.304  -3.577  0.531
C  -2.527  -0.598  -0.234
C  0.332  -1.863  -1.258
C  0.684  3.602  2.737
C  -2.737  -0.253  -1.653
C  1.464  2.899  -2.184
C  -4.979  -3.194  4.662
C  -3.180  0.548  -4.154
C  0.374  3.925  -2.381
C  -3.028  -1.550  1.903
C  -0.382  1.719  3.391
C  3.534  2.184  -1.143
C  -3.263  -1.489  0.528
C  3.503  0.963  -1.815
C  2.541  3.133  -1.326
C  -4.383  -4.804  3.172
C  -4.350  -2.200  3.926
C  1.340  -1.320  0.780
C  1.456  1.692  -2.894
C  2.460  0.743  -2.708
C  5.107  -0.159  -0.205
H  4.296  -0.231  0.523
H  6.189  1.083  -2.462
H  4.344  2.400  -0.459
H  -3.368  0.890  -5.164
H  -5.487  -2.948  5.587
H  -1.604  1.965  -3.758
H  -4.273  -1.699  -2.104
H  2.333  -0.896  2.494
H  5.710  0.717  0.037
H  5.330  0.117  -3.663
H  1.928  -2.574  2.294
H  -3.234  -4.222  1.454
H  0.868  3.881  0.606
H  5.750  -1.032  -0.089
H  -2.041  -0.597  3.555
H  0.684  1.499  -3.633
H  -4.381  -1.173  4.266
H  2.612  4.084  -0.811
H  1.191  4.521  3.002
H  -4.405  -5.853  2.901
H  6.453  -0.661  -2.542
H  -0.551  3.665  -1.852
H  0.122  4.033  -3.436
H  2.406  -0.190  -3.255
H  -4.024  -2.117  0.087
H  -0.731  1.092  4.202
H  4.093  -1.055  -1.855
H  0.684  4.903  -2.014

Summary:
LUMO level (alpha / beta): -3.72 / -4.17 eV
total charge: +1
E: -2653.6346 hartree
ΔE to the lowest compared entry with this formula, charge and spin: 13.1 kcal/mol
spin multiplicity: 3

Mulliken charges, unit e, in atom order: number 1, Ti, carries -0.098; number 2, O, carries -0.264; number 3, N, carries 0.387; number 4, N, carries -0.588; number 5, N, carries -0.600; number 6, N, carries 0.411; number 7, N, carries -0.578; number 8, N, carries -0.556; number 9, N, carries -0.364; number 10, N, carries -0.749; number 11, N, carries 0.343; number 12, C, carries 0.294; number 13, C, carries -0.488; number 14, C, carries -1.552; number 15, C, carries -0.989; number 16, C, carries 0.216; number 17, C, carries 0.158; number 18, C, carries -0.167; number 19, C, carries 0.480; number 20, C, carries -0.081; number 21, C, carries 0.023; number 22, C, carries -0.077; number 23, C, carries -0.423; number 24, C, carries -0.003; number 25, C, carries 0.416; number 26, C, carries -0.743; number 27, C, carries 0.575; number 28, C, carries 0.647; number 29, C, carries -0.437; number 30, C, carries -0.680; number 31, C, carries -1.545; number 32, C, carries 0.725; number 33, C, carries -0.114; number 34, C, carries -0.326; number 35, C, carries -0.919; number 36, C, carries 0.569; number 37, C, carries -0.659; number 38, C, carries -0.410; number 39, C, carries -0.424; number 40, C, carries 0.898; number 41, C, carries -0.597; number 42, C, carries -0.282; number 43, C, carries -1.596; number 44, H, carries 0.261; number 45, H, carries 0.352; number 46, H, carries 0.359; number 47, H, carries 0.415; number 48, H, carries 0.377; number 49, H, carries 0.394; number 50, H, carries 0.389; number 51, H, carries 0.295; number 52, H, carries 0.390; number 53, H, carries 0.374; number 54, H, carries 0.202; number 55, H, carries 0.376; number 56, H, carries 0.380; number 57, H, carries 0.439; number 58, H, carries 0.630; number 59, H, carries 0.325; number 60, H, carries 0.477; number 61, H, carries 0.612; number 62, H, carries 0.427; number 63, H, carries 0.381; number 64, H, carries 0.442; number 65, H, carries 0.210; number 66, H, carries 0.405; number 67, H, carries 0.421; number 68, H, carries 0.606; number 69, H, carries 0.400; number 70, H, carries 0.442; number 71, H, carries 0.384


[3]
The following is a DFT calculation (ωB97M-V/def2-TZVPD) of a 2-piece molecular cluster, C5H11NO2 overall at a distorted geometry.

Cartesian coordinates (Å):
O  -0.630  1.479  -2.422
O  0.081  -1.503  2.372
N  0.601  -0.024  0.560
C  -0.984  -1.608  1.544
C  1.758  1.833  -0.578
C  -0.696  -0.574  0.408
C  -1.566  -0.410  -0.626
C  1.357  0.359  -0.623
H  -1.188  -2.607  1.060
H  0.601  0.278  -1.426
H  2.303  2.075  0.364
H  2.374  2.148  -1.429
H  2.291  -0.288  -0.863
H  -1.405  0.423  -1.355
H  -2.224  -1.275  -0.679
H  1.000  -0.679  1.340
H  -1.578  1.530  -2.678
H  0.758  2.439  -0.625
H  -1.957  -1.289  2.022

Summary:
LUMO level (alpha / beta): 4.03 / 1.80 eV
total charge: -1
E: -402.2138 hartree
ΔE to the lowest compared entry with this formula, charge and spin: 70.1 kcal/mol
spin multiplicity: 2

natural (NBO) charges, unit e, in atom order: number 1, O, carries -1.213; number 2, O, carries -0.868; number 3, N, carries -0.486; number 4, C, carries -0.081; number 5, C, carries -0.619; number 6, C, carries 0.212; number 7, C, carries -0.360; number 8, C, carries -0.273; number 9, H, carries 0.139; number 10, H, carries 0.283; number 11, H, carries 0.179; number 12, H, carries 0.203; number 13, H, carries 0.168; number 14, H, carries 0.297; number 15, H, carries 0.177; number 16, H, carries 0.452; number 17, H, carries 0.403; number 18, H, carries 0.252; number 19, H, carries 0.135